Record 1
5 unconnected molecules or ions with the total composition C26H56O15P, computed with wB97M-V/def2-TZVPD.

CARTESIAN COORDINATES (ANGSTROEM)
C: 4.08792 6.37502 2.18440
C: 3.73088 5.82486 0.80155
C: 2.53415 4.85339 0.87920
C: 1.77558 4.82461 -0.44106
C: 0.60296 3.82728 -0.49000
C: 1.00981 2.45617 -1.10032
O: 0.30449 1.45919 -0.42824
P: 0.08379 1.87290 1.25908
C: -1.81607 1.77172 1.11620
C: -2.53197 3.07740 0.90674
O: -3.96890 2.85440 0.90401
C: -4.66268 3.98842 0.46353
C: -6.10844 3.90207 0.91208
O: 0.14066 3.57825 0.79736
H: 4.48628 5.56471 2.79658
H: 4.82342 7.17922 2.13031
H: 3.20109 6.76530 2.68378
H: 3.46457 6.64978 0.13689
H: 4.59756 5.29139 0.40836
H: 2.89263 3.84570 1.09211
H: 1.88049 5.19174 1.67988
H: 1.36457 5.82786 -0.60818
H: 2.47694 4.66076 -1.26821
H: -0.16777 4.26225 -1.14447
H: 0.66421 2.42397 -2.13713
H: 2.09875 2.35391 -1.00249
H: 0.05963 0.49194 1.71486
H: -0.05726 2.33276 2.62849
H: 1.54034 1.87018 1.40178
H: -2.12843 1.07948 0.33020
H: -2.13170 1.39493 2.09433
H: -2.27455 3.53488 -0.05347
H: -2.32132 3.78173 1.71573
H: -4.21380 4.90284 0.87854
H: -4.58070 4.07922 -0.62925
H: -6.12488 3.63895 1.96866
H: -6.62624 4.84764 0.74970
H: -6.63626 3.12686 0.35575
C: -1.13493 -1.78583 -2.64377
C: -0.12806 -0.69985 -2.94815
O: 0.33690 -0.78866 -4.31648
C: -0.46014 -0.26422 -5.23672
O: -1.51570 0.28185 -5.06013
O: 0.12112 -0.45636 -6.42966
C: -0.64331 0.01339 -7.53801
H: -0.72458 -2.76901 -2.88497
H: -1.39228 -1.75962 -1.58523
H: -2.04564 -1.64889 -3.22774
H: 0.75923 -0.81876 -2.33157
H: -0.53137 0.28993 -2.74861
H: -0.92781 1.05438 -7.40003
H: -1.53429 -0.59875 -7.67086
H: -0.00139 -0.08198 -8.40917
C: -2.63002 -3.56428 6.03491
C: -1.49415 -3.08733 5.15552
O: -1.76931 -3.31767 3.76569
C: -2.56361 -2.40439 3.19284
O: -3.04442 -1.45081 3.74100
O: -2.72862 -2.74381 1.91723
C: -3.54516 -1.83327 1.16899
H: -2.85950 -4.61032 5.82562
H: -2.35800 -3.46742 7.08634
H: -3.53037 -2.97792 5.85475
H: -0.58446 -3.64863 5.36283
H: -1.28015 -2.03163 5.31895
H: -3.17500 -0.81462 1.26355
H: -4.58092 -1.88479 1.50216
H: -3.48604 -2.14583 0.13022
C: 1.03971 -7.69222 -7.22403
C: 0.02782 -6.99288 -6.34178
O: 0.66440 -6.22861 -5.31158
C: 1.11789 -5.02913 -5.69235
O: 1.01620 -4.56023 -6.79671
O: 1.68907 -4.45496 -4.64401
C: 2.24834 -3.15573 -4.90087
H: 1.71830 -8.29455 -6.61887
H: 0.53326 -8.34320 -7.93730
H: 1.63463 -6.96765 -7.77873
H: -0.58900 -7.71939 -5.81537
H: -0.63088 -6.35038 -6.92504
H: 1.51862 -2.50244 -5.35674
H: 3.12446 -3.24949 -5.54239
H: 2.54440 -2.75608 -3.93630
C: 4.39432 -0.08229 6.73592
C: 2.96684 0.39766 6.57789
O: 2.52678 0.30334 5.22197
C: 2.12658 -0.90733 4.83163
O: 2.09665 -1.89561 5.52809
O: 1.76532 -0.83479 3.56403
C: 1.33553 -2.06140 2.97545
H: 5.05016 0.44973 6.04587
H: 4.74150 0.09067 7.75547
H: 4.46977 -1.14759 6.52019
H: 2.88823 1.45443 6.82744
H: 2.28822 -0.15426 7.22808
H: 0.55194 -2.52609 3.56726
H: 2.17786 -2.74486 2.86783
H: 0.94535 -1.79320 1.99812

Atoms 1-3, force components in eV/Å:
0.04 -0.14 -0.23
-0.40 -0.19 0.52
0.56 0.23 -0.52

Its spin multiplicity is 1. The HOMO energy comes out at -0.1570 Ha. The HOMO-LUMO gap comes out at 6.564 eV. Its net charge is -1.


Record 2
11 unconnected molecules or ions with the total composition C26H57BF4N6O4, computed with wB97M-V/def2-TZVPD.

CARTESIAN COORDINATES (ANGSTROEM)
C: -107.57592 -25.80805 -33.37643
C: -107.44419 -26.49332 -32.07578
C: -108.41230 -26.09462 -30.96116
N: -108.46766 -26.99734 -29.74488
C: -107.27132 -26.81248 -28.94464
C: -108.72353 -28.31441 -29.96083
C: -109.55013 -28.88585 -28.78660
C: -110.17696 -27.65700 -28.09490
C: -109.67793 -26.42258 -28.93365
H: -106.85667 -26.19501 -34.34057
H: -107.46992 -24.86390 -33.01595
H: -108.58319 -25.81602 -33.94586
H: -106.43802 -26.45542 -31.80044
H: -107.59805 -27.61181 -32.12146
H: -109.31204 -26.06328 -31.42883
H: -108.37657 -25.09556 -30.59428
H: -106.30523 -27.29121 -29.46106
H: -107.18685 -27.26100 -27.95000
H: -107.08144 -25.58564 -28.86609
H: -107.90795 -28.89648 -30.22165
H: -109.57150 -28.53054 -30.84978
H: -108.79249 -29.34440 -28.13945
H: -110.38282 -29.50107 -29.20127
H: -110.00042 -27.59859 -27.17456
H: -111.09993 -27.68827 -28.07588
H: -109.49920 -25.62423 -28.18343
H: -110.37690 -26.06986 -29.63249
B: -108.80945 -22.97519 -27.56248
F: -108.00073 -21.85227 -27.03163
F: -108.90951 -23.90956 -26.53365
F: -109.98913 -22.28376 -27.87894
F: -108.17596 -23.47572 -28.66593
C: -104.67525 -20.97268 -26.73724
C: -103.34027 -20.71602 -27.47699
N: -102.40153 -20.58506 -28.11331
H: -104.58857 -20.90262 -25.63240
H: -105.28855 -20.20183 -27.07008
H: -105.01724 -21.82312 -27.05238
C: -109.31027 -25.14120 -23.09818
C: -108.26933 -26.12570 -22.62895
N: -107.42583 -26.82356 -22.21718
H: -108.84309 -24.74389 -23.96628
H: -110.27810 -25.79631 -23.07631
H: -109.64501 -24.46732 -22.27945
C: -110.26565 -20.63942 -24.64179
C: -111.77543 -20.20778 -24.76083
N: -112.95333 -19.90561 -24.89091
H: -109.55798 -19.93729 -25.21715
H: -110.08715 -20.67590 -23.59893
H: -110.06020 -21.52073 -25.19588
C: -109.62756 -22.63228 -31.39980
C: -110.68624 -23.68379 -31.98119
N: -111.37689 -24.47065 -32.36230
H: -109.88368 -22.39879 -30.51974
H: -108.65295 -22.95130 -31.65528
H: -109.91849 -21.68437 -31.90834
C: -105.21417 -23.58819 -30.15808
C: -104.64972 -24.10537 -28.81625
N: -104.31999 -24.62592 -27.80275
H: -106.24594 -23.76432 -29.95340
H: -105.26688 -22.51531 -29.96886
H: -104.79978 -24.00583 -30.98335
C: -112.53600 -18.27334 -29.66565
C: -111.50429 -18.91948 -28.76677
O: -111.66580 -20.26916 -29.03763
H: -113.51121 -18.52708 -29.54178
H: -112.54492 -18.48889 -30.55783
H: -112.52624 -17.23416 -29.73152
H: -111.82134 -18.75238 -27.66623
H: -110.40629 -18.61190 -28.81027
H: -111.11110 -20.86770 -28.49344
C: -106.19097 -23.37399 -24.13860
C: -107.00008 -22.22065 -23.64908
O: -106.96925 -21.20399 -24.53214
H: -105.28081 -22.95992 -24.39557
H: -106.33791 -23.89524 -25.18195
H: -105.90201 -24.39521 -23.49223
H: -106.47416 -21.76942 -22.86127
H: -107.92923 -22.52202 -23.23261
H: -107.42154 -21.61805 -25.26407
C: -113.40304 -23.01443 -26.14388
C: -112.44517 -24.23212 -25.85898
O: -111.70332 -24.64098 -26.91562
H: -112.91046 -22.19891 -26.48637
H: -113.96141 -22.71006 -25.50026
H: -114.09445 -23.44490 -26.90142
H: -113.18596 -25.15464 -25.43735
H: -111.70329 -24.08419 -25.15667
H: -110.81933 -24.20382 -26.83242
C: -107.15011 -19.88111 -29.60305
C: -107.27154 -19.13143 -30.89239
O: -106.14629 -19.32829 -31.63246
H: -106.77518 -20.94910 -29.68330
H: -107.98328 -19.85707 -28.88666
H: -106.34757 -19.46857 -28.98408
H: -107.52953 -18.04280 -30.73110
H: -108.21785 -19.52028 -31.49365
H: -105.51525 -18.73658 -31.42069

Atoms 1-3, force components in eV/Å:
-1.14 -2.48 -4.77
-0.93 -4.04 1.08
2.25 0.01 -0.34

Its spin multiplicity is 1. The HOMO energy comes out at -0.3516 Ha. The energy relative to the best compared isomer or geometry (same formula, charge and spin) is 364.5 kJ/mol. The HOMO-LUMO gap comes out at 9.336 eV.


Record 3
6 unconnected molecules or ions with the total composition C26H57BFN7O10, computed with wB97M-V/def2-TZVPD.

CARTESIAN COORDINATES (ANGSTROEM)
C: -2.90785 -4.07822 0.20557
C: -4.10208 -3.12928 0.07751
N: -3.68674 -1.73796 -0.12519
C: -3.06103 -1.50922 -1.43623
C: -1.52412 -1.54090 -1.44205
N: -0.95133 -0.24565 -1.80978
C: 0.51889 -0.32147 -1.92972
B: 1.12768 -1.13184 -3.15164
O: 0.34960 -1.80582 -4.09150
O: 2.48477 -1.08275 -3.27295
C: -1.24545 0.77378 -0.86510
O: -1.42600 1.91901 -1.15329
O: -1.27887 0.32370 0.42388
C: -0.58584 1.13090 1.37120
C: -1.55296 2.08086 2.06605
C: -2.21479 1.48001 3.28070
F: -0.83695 3.22108 2.45753
C: -4.55476 -0.72076 0.26641
C: -5.83737 -1.10233 0.96754
O: -4.27082 0.44443 0.07051
H: -2.04530 -3.55158 0.61232
H: -3.14678 -4.88467 0.90023
H: -2.63586 -4.53821 -0.74562
H: -4.73312 -3.45487 -0.76097
H: -4.70500 -3.20189 0.97753
H: -3.44158 -2.27163 -2.12365
H: -3.38037 -0.53956 -1.81711
H: -1.16489 -1.88016 -0.46366
H: -1.17729 -2.25497 -2.18621
H: 0.89384 0.70149 -2.05620
H: 0.98088 -0.69120 -0.99758
H: 0.15803 -2.71849 -3.86597
H: 2.86868 -1.97875 -3.35635
H: 0.20835 1.71582 0.90279
H: -0.12919 0.43955 2.08264
H: -2.30195 2.38625 1.33452
H: -1.48347 1.34218 4.08041
H: -3.01006 2.12584 3.65271
H: -2.64534 0.51138 3.01924
H: -6.47899 -0.22562 0.99048
H: -6.33800 -1.95678 0.51703
H: -5.61298 -1.37906 2.00205
C: 1.51327 8.02480 5.08337
C: 0.06840 7.80889 5.48223
O: -0.49059 8.54750 6.27663
N: -0.58237 6.75884 4.92068
C: -0.07757 5.78715 3.96928
H: 1.87997 8.89431 5.62111
H: 2.12695 7.16150 5.34258
H: 1.60482 8.19792 4.01015
H: -1.53915 6.66957 5.22527
H: -0.65387 5.80970 3.04460
H: -0.13497 4.77767 4.37512
H: 0.95940 6.00342 3.73241
C: 4.18754 -5.91576 -3.58495
C: 4.44688 -4.43692 -3.74117
O: 3.60205 -3.60700 -3.41602
N: 5.63374 -4.05409 -4.24666
C: 6.73853 -4.89336 -4.68007
H: 3.19385 -6.04025 -3.16627
H: 4.23902 -6.42394 -4.54809
H: 4.91900 -6.37206 -2.91781
H: 5.73909 -3.05341 -4.32037
H: 7.63741 -4.67883 -4.10398
H: 6.95901 -4.72372 -5.73319
H: 6.49903 -5.94135 -4.55010
C: -9.38530 -5.08228 1.78397
C: -8.32504 -4.09445 2.21444
O: -7.18739 -4.14163 1.77489
N: -8.68369 -3.14113 3.11330
C: -9.97499 -2.93301 3.73361
H: -8.93296 -5.76427 1.07095
H: -9.76178 -5.65137 2.63462
H: -10.22663 -4.57514 1.31048
H: -7.93310 -2.51408 3.35807
H: -10.36998 -1.94482 3.49288
H: -9.90642 -3.01968 4.81913
H: -10.68212 -3.67588 3.37867
C: 0.31586 12.19108 5.60482
C: 1.61026 12.97044 5.59941
O: 2.15409 13.33904 6.62492
N: 2.16258 13.25138 4.38373
C: 1.66677 12.89656 3.07255
H: 0.01067 12.04258 6.63542
H: -0.46772 12.73154 5.07205
H: 0.44004 11.21263 5.13954
H: 3.02326 13.77217 4.44395
H: 2.38371 12.27240 2.53506
H: 1.47112 13.78602 2.47023
H: 0.73891 12.34109 3.16518
C: 10.51479 -7.12065 -7.12891
C: 9.13211 -7.42822 -6.60123
O: 8.70073 -6.89962 -5.58864
N: 8.37971 -8.31996 -7.29635
C: 8.72706 -9.03578 -8.50619
H: 10.97223 -6.39823 -6.46041
H: 11.13226 -8.01886 -7.16116
H: 10.46840 -6.69966 -8.13384
H: 7.47127 -8.48543 -6.89214
H: 8.03479 -8.79635 -9.31477
H: 8.70406 -10.11427 -8.34272
H: 9.72774 -8.76302 -8.82536

Atoms 1-3, force components in eV/Å:
-0.05 -0.05 0.13
0.14 -0.09 0.02
-0.87 -0.06 -0.57

Its spin multiplicity is 1. The HOMO energy comes out at -0.3242 Ha. Its SMILES is CCN(CCN(CB(O)O)C(=O)OC[C@@H](C)F)C(C)=O.CNC(C)=O.CNC(C)=O.CNC(C)=O.CNC(C)=O.CNC(C)=O. The HOMO-LUMO gap comes out at 9.230 eV.


no.,LUMO energy (Eh),molar mass (g/mol),F_max (Eh/bohr)
1,0.084,639.7,0.020
2,-0.009,604.6,0.221
3,0.015,657.6,0.020